# 1
Here is a structure of composition C28H46CsN3O2P2 from the Open Molecules 2025 dataset. Energies are from ωB97M-V/def2-TZVPD.

Each line ends with the Mulliken charge.
CARTESIAN COORDINATES (ANGSTROEM)
Cs (-0.8533, 0.7794, 0.2625)  1.71
C (-4.4394, -1.0591, 1.5556)  -1.53
C (-3.9570, -2.4307, 1.0915)  1.01
C (-4.4899, -2.7511, -0.3069)  -1.66
P (-2.1058, -2.4830, 1.0634)  0.04
C (-1.7323, -4.2674, 0.6925)  0.11
C (-0.2149, -4.4544, 0.8132)  -1.30
C (-2.4694, -5.3354, 1.4935)  -1.72
C (-1.6427, -2.3512, 2.8342)  1.41
C (-2.4463, -3.0020, 3.7933)  0.07
C (-2.1645, -3.0470, 5.1407)  0.31
C (-3.0490, -3.7811, 6.1144)  -1.76
C (-0.9874, -2.4110, 5.5544)  -0.78
C (-0.1936, -1.7512, 4.6556)  -0.16
C (-0.4929, -1.6485, 3.2655)  -1.90
N (0.3598, -0.9664, 2.4252)  0.93
C (0.8392, 0.2595, 2.8094)  -1.21
C (0.1532, 1.1013, 3.7345)  -0.22
C (0.4617, 2.4353, 3.9008)  -1.19
C (1.4965, 3.0443, 3.1899)  0.43
C (1.8517, 4.4975, 3.3846)  -1.48
C (2.2109, 2.2248, 2.3321)  -0.79
C (1.9171, 0.8715, 2.1054)  1.37
P (3.1293, 0.0934, 0.9613)  -0.38
C (3.2727, -1.6629, 1.5403)  2.00
C (4.3507, -2.3944, 0.7377)  -1.60
C (3.6492, -1.6619, 3.0211)  -1.54
C (2.2703, -0.0318, -0.7103)  0.95
C (3.3444, 0.1184, -1.7965)  -1.61
C (1.4302, -1.2854, -0.9604)  -1.02
H (-5.5293, -1.0362, 1.6246)  0.45
H (-4.1443, -0.2779, 0.8462)  0.20
H (-4.0304, -0.8054, 2.5351)  0.29
H (-4.3434, -3.1795, 1.7857)  0.12
H (-4.0713, -2.0584, -1.0427)  0.33
H (-5.5780, -2.6559, -0.3354)  0.46
H (-4.2366, -3.7654, -0.6181)  0.33
H (-1.9983, -4.3827, -0.3639)  0.60
H (0.1165, -4.2571, 1.8357)  0.22
H (0.3214, -3.7723, 0.1515)  0.03
H (0.0703, -5.4775, 0.5569)  0.56
H (-2.1605, -5.3318, 2.5391)  0.35
H (-2.2296, -6.3193, 1.0808)  0.51
H (-3.5540, -5.2165, 1.4510)  0.30
H (-3.3470, -3.5108, 3.4694)  0.15
H (-4.0236, -3.9907, 5.6718)  0.36
H (-3.2095, -3.1959, 7.0219)  0.39
H (-2.6080, -4.7349, 6.4150)  0.30
H (-0.6961, -2.4443, 6.5999)  0.38
H (0.7160, -1.2700, 4.9972)  0.41
H (-0.6662, 0.6855, 4.3069)  0.37
H (-0.1186, 3.0292, 4.6011)  0.30
H (1.1823, 4.9605, 4.1107)  0.36
H (1.7825, 5.0667, 2.4545)  0.30
H (2.8721, 4.6099, 3.7577)  0.31
H (3.0631, 2.6479, 1.8061)  0.37
H (2.3099, -2.1619, 1.4266)  -0.82
H (5.3195, -1.8997, 0.8481)  0.36
H (4.1219, -2.4488, -0.3269)  0.31
H (4.4542, -3.4204, 1.1012)  0.43
H (4.5620, -1.0809, 3.1859)  0.42
H (3.8350, -2.6836, 3.3623)  0.44
H (2.8574, -1.2386, 3.6383)  0.11
H (1.6420, 0.8666, -0.7735)  0.03
H (4.0621, -0.7023, -1.7429)  0.30
H (3.9000, 1.0482, -1.6758)  0.41
H (2.8970, 0.1061, -2.7954)  0.38
H (2.0859, -2.1332, -1.1651)  0.24
H (0.7762, -1.1699, -1.8342)  0.47
H (0.8214, -1.5589, -0.0949)  -0.34
C (-0.9896, 1.8681, -5.0271)  -0.55
O (-1.4591, 3.0433, -4.3495)  -0.42
C (-1.6073, 2.9008, -3.0221)  0.63
O (-1.3948, 1.8717, -2.4194)  -0.49
N (-2.0356, 4.0765, -2.4913)  -0.09
N (-2.2381, 4.2032, -1.1229)  -0.51
H (-0.9228, 2.1474, -6.0732)  0.22
H (-1.6892, 1.0459, -4.8957)  0.27
H (-0.0122, 1.5749, -4.6498)  0.23
H (-2.1405, 4.8588, -3.1172)  0.23
H (-3.1975, 4.4573, -0.9288)  0.24
H (-1.6176, 4.9001, -0.7318)  0.24

## Properties
E_LUMO: -0.327 eV
Kohn-Sham gap: 5.5 eV
charge: 0
E_HOMO: -0.216 Eh
ΔE to the lowest compared entry with this formula, charge and spin: 0.0000 eV
E_tot: -2112.1295 Ha
maximum force: 0.7 eV/A


# 2
Here is a structure of composition C28H46F6IrOP2 from the Open Molecules 2025 dataset. Energies are from ωB97M-V/def2-TZVPD.

Each line ends with the Mulliken charge.
CARTESIAN COORDINATES (ANGSTROEM)
Ir (1.2067, -1.8070, 0.6283)  0.58
C (0.1167, 0.8231, 2.6342)  2.17
C (-0.1693, -0.4898, 3.0588)  0.69
C (1.9579, -0.4810, 2.0214)  1.09
C (1.3853, 0.8631, 2.0164)  -0.47
C (0.9101, -1.3802, 2.6626)  0.50
C (-0.6401, 2.0325, 3.0671)  -1.27
H (-1.6609, 1.7782, 3.3680)  0.39
H (-0.6830, 2.8061, 2.2819)  -0.20
H (-0.1764, 2.5059, 3.9544)  0.32
C (2.1300, 2.0587, 1.5721)  -1.76
H (1.5340, 2.9659, 1.7015)  0.08
H (2.3716, 2.0034, 0.5003)  0.26
H (3.0703, 2.1617, 2.1300)  0.59
C (3.4024, -0.7845, 2.1824)  -1.19
H (3.6792, -0.9389, 3.2334)  0.30
H (3.9969, 0.0395, 1.7839)  0.50
H (3.6496, -1.6900, 1.6101)  0.07
C (1.2799, -2.5816, 3.4528)  -1.24
H (2.1813, -2.3978, 4.0431)  0.23
H (1.4631, -3.4283, 2.7870)  0.12
H (0.4794, -2.8514, 4.1327)  0.46
C (-1.1770, -0.8133, 4.0909)  -2.25
H (-0.8922, -0.3395, 5.0443)  0.37
H (-1.2173, -1.8900, 4.2594)  0.50
H (-2.1725, -0.4322, 3.8400)  0.37
C (-1.6500, 2.0328, -1.0024)  -1.11
C (-2.5805, 1.6276, -0.1291)  -0.84
C (-2.5459, 0.1943, 0.3375)  -0.10
C (-2.6024, -0.9274, -0.7164)  -1.51
C (-1.3052, -1.6342, -1.1621)  0.52
C (0.1081, -0.9774, -1.0084)  -2.09
C (0.1934, 0.5103, -1.0065)  0.24
C (-0.8423, 1.1912, -1.9153)  -0.76
H (-3.3848, 0.0524, 1.0379)  0.59
H (-3.2294, -0.6289, -1.5705)  0.27
H (-1.6420, 0.0603, 0.9340)  -0.63
H (-1.5114, 0.4807, -2.3733)  -0.10
H (-1.5809, 3.0950, -1.2551)  0.89
H (-3.1953, 2.3488, 0.4228)  0.46
H (-0.3762, 1.7839, -2.7198)  0.45
H (0.0554, 0.8346, 0.0310)  -0.96
H (0.8791, -1.3579, -1.7197)  1.19
H (1.2221, 0.8248, -1.2620)  0.91
H (-3.1617, -1.7258, -0.1880)  0.52
H (-1.2976, -2.5824, -0.5981)  0.70
P (-1.2635, -2.3113, -2.8097)  1.22
P (1.6120, -3.5079, -0.6018)  0.98
C (-0.1408, -3.7269, -2.9617)  -0.98
C (1.3212, -3.6393, -2.4590)  -1.38
H (-0.0734, -3.8605, -4.0548)  0.46
H (-0.6585, -4.6170, -2.5565)  0.58
H (1.8383, -4.5855, -2.7325)  0.66
H (1.8882, -2.8048, -2.9254)  0.39
C (3.3852, -3.8788, -0.6990)  -1.52
H (3.8212, -3.8813, 0.3011)  0.39
H (3.8805, -3.1176, -1.3159)  0.39
H (3.5627, -4.8513, -1.1783)  0.52
C (0.7319, -5.0290, -0.0937)  -1.49
H (1.0336, -5.8986, -0.6982)  0.42
H (-0.3566, -4.9011, -0.1938)  0.36
H (0.9716, -5.2392, 0.9562)  0.39
C (-0.5644, -1.2077, -4.0439)  -1.39
H (-0.9155, -0.1716, -3.9874)  0.41
H (-0.9092, -1.6355, -4.9926)  0.58
H (0.5321, -1.2372, -4.0047)  0.35
C (-2.9212, -2.7964, -3.2607)  -1.37
H (-3.0551, -3.8636, -3.0286)  0.43
H (-3.0197, -2.6206, -4.3391)  0.40
H (-3.6764, -2.1988, -2.7311)  0.39
C (-0.0017, 6.1813, 1.1524)  -1.89
C (-0.3277, 5.1338, 0.0911)  0.65
O (-0.3205, 3.9093, 0.5206)  -0.11
C (-1.7654, 5.5909, -0.5304)  0.62
F (-1.8742, 6.9550, -0.5888)  -0.27
F (-2.0557, 5.1116, -1.7733)  -0.22
F (-2.7577, 5.1511, 0.2958)  -0.25
C (0.7912, 5.3018, -1.0490)  0.84
F (0.7745, 6.5555, -1.5995)  -0.27
F (2.0197, 5.1347, -0.4770)  -0.25
F (0.6894, 4.4145, -2.0710)  -0.18
H (-0.7991, 6.1524, 1.9041)  0.46
H (0.0895, 7.1790, 0.7154)  0.42
H (0.9357, 5.8752, 1.6273)  0.45

## Properties
E_LUMO (alpha / beta): -2.125 / -5.067 eV
Kohn-Sham gap (alpha / beta): 5.7 / 4.8 eV
charge: +1
multiplicity: 5
E_HOMO (alpha / beta): -0.286 / -0.362 Eh
ΔE to the lowest compared entry with this formula, charge and spin: 0.3812 eV
E_tot: -2555.5111 Ha
maximum force: 4.3 eV/A